Entry from OMol25: a gas-phase ion, C6H6NS (charge +1) at a distorted geometry (ωB97M-V with the def2-TZVPD basis set).

The net charge is +1. The HOMO energy comes out at -13.350 eV. As for the energy above the lowest of the compared OMol25 structures with the same formula, charge and spin: 36.94 kcal/mol. The calculation puts the max |F| at 4.2 eV/A. For the orbital gap, the calculation gives 9.00 eV.

Last column: Mulliken charge in e.
Atoms and positions in Å:
C: -0.81142 -1.73292 -2.05218  0.481
C: 0.46923 0.26053 1.82067  -0.400
C: 0.49563 0.53087 0.48136  0.641
C: -0.47015 -0.60698 1.50317  -0.299
C: 0.42025 -0.85135 -0.07333  -0.221
C: 0.29344 1.70342 -0.24573  -1.108
N: -0.20190 -1.06102 -1.25078  -0.277
S: -1.42795 -2.35507 -3.33346  -0.245
H: 0.70813 0.82183 2.68799  0.436
H: -1.33926 -1.10506 1.71833  0.432
H: 1.14598 -1.59917 0.17793  0.492
H: -0.36844 1.39729 -1.02393  0.364
H: 1.13105 2.00415 -0.82342  0.380
H: -0.04460 2.59348 0.41337  0.322



Entry from OMol25: a molecular structure, C22H47As3ClN6O6Sc (ωB97M-V with the def2-TZVPD basis set).

The net charge is +2. The HOMO energy comes out at -12.409 eV. As for the energy above the lowest of the compared OMol25 structures with the same formula, charge and spin: 40.78 kcal/mol. The calculation puts the max |F| at 1.0 eV/A. For the orbital gap, the calculation gives 7.71 eV.

Last column: Mulliken charge in e.
Atoms and positions in Å:
Sc: 0.45685 -0.36868 0.92484  0.272
C: -0.07521 1.47983 -2.32983  -1.267
As: -1.11196 0.28975 -1.19959  1.175
C: -2.82171 1.17849 -1.26684  -1.475
C: -1.20581 -1.23212 -2.42901  -1.670
C: -2.10403 -2.45257 -2.15293  2.175
C: -2.03387 -3.30233 -3.43384  -2.283
C: -1.56088 -3.33904 -1.02132  -1.756
As: -1.17256 -2.63433 0.76041  1.229
C: -0.55192 -4.28436 1.56982  -1.452
C: -2.88391 -2.47180 1.64996  -1.387
C: -3.54957 -2.00826 -1.88284  -1.103
As: -5.01237 -3.30991 -2.23770  0.278
C: -5.26423 -4.06090 -0.44471  -1.069
C: -6.43729 -1.97622 -2.09890  -1.193
H: 0.83451 0.99084 -2.67194  0.386
H: 0.17316 2.37936 -1.77138  0.232
H: -0.68799 1.73700 -3.19627  0.507
H: -3.18831 1.12491 -2.29255  0.454
H: -2.65095 2.21580 -0.98354  0.509
H: -3.54442 0.73101 -0.59053  0.326
H: -0.16310 -1.55642 -2.53128  0.414
H: -1.49227 -0.79794 -3.39361  0.591
H: -0.99289 -3.48279 -3.70915  0.522
H: -2.52453 -2.79877 -4.26832  0.469
H: -2.52243 -4.26767 -3.30647  0.550
H: -0.61078 -3.78314 -1.33924  0.594
H: -2.25133 -4.17251 -0.85246  0.579
H: -1.37450 -5.00099 1.53783  0.462
H: -0.26338 -4.11010 2.60592  0.402
H: 0.29328 -4.68946 1.01520  0.428
H: -3.51367 -3.30663 1.34460  0.316
H: -3.37258 -1.52954 1.40838  0.310
H: -2.71270 -2.51017 2.72530  0.589
H: -3.79558 -1.18633 -2.56280  0.713
H: -3.67081 -1.61713 -0.86652  -0.128
H: -4.45498 -4.74513 -0.19058  0.274
H: -6.18792 -4.63830 -0.45822  0.509
H: -5.34988 -3.28132 0.31181  0.272
H: -6.46853 -1.37535 -3.00629  0.349
H: -6.29400 -1.32917 -1.23264  0.330
H: -7.38957 -2.49388 -1.99863  0.421
O: 1.08725 -1.02308 2.83530  -0.570
Cl: -0.06125 -0.43817 3.61957  1.771
O: -0.79723 -1.46086 4.24466  -0.547
O: 0.39816 0.56843 4.48879  -0.605
O: -0.86119 0.17317 2.49353  -0.509
N: -0.69219 3.00902 1.00592  -0.217
C: 0.66010 3.53432 1.17623  0.482
C: 0.96623 3.87263 2.65166  -0.701
C: 2.36368 4.36096 3.00850  -0.311
C: 2.69778 5.77464 2.55442  -1.400
N: 2.85988 5.92100 1.10344  -0.101
C: 3.90921 5.48963 0.41745  0.774
N: 4.95135 4.94693 1.04215  -0.366
N: 3.96400 5.66866 -0.90368  -0.432
C: 1.72090 2.56980 0.66740  -0.283
O: 2.77886 2.97445 0.22882  -0.535
O: 1.43115 1.30255 0.82168  -0.387
H: -1.36420 3.75786 1.13367  0.337
H: -0.89068 2.32759 1.73564  0.008
H: 0.74984 4.41551 0.53591  0.245
H: 0.76919 2.96502 3.23274  0.050
H: 0.22112 4.60325 2.98328  0.464
H: 3.11163 3.64879 2.65337  0.278
H: 2.44750 4.36473 4.09847  0.401
H: 3.59968 6.14833 3.04673  0.427
H: 1.90536 6.46641 2.84035  0.480
H: 2.13220 6.38483 0.58579  0.297
H: 4.89569 4.71361 2.01747  0.213
H: 5.68039 4.50053 0.51362  0.235
H: 3.15679 5.98393 -1.41189  0.184
H: 4.72326 5.29355 -1.44444  0.206
N: 5.74269 -3.17624 -1.12407  -0.431
C: 4.55165 -2.65174 -0.79910  1.173
C: 4.06075 -1.49280 -1.42856  -0.915
C: 2.84308 -0.99241 -1.05894  -0.378
N: 2.04640 -1.56070 -0.12833  0.388
C: 2.53806 -2.65407 0.49388  -0.480
C: 3.74661 -3.22476 0.20238  -1.240
H: 6.29486 -2.79140 -1.87054  0.205
H: 6.07585 -4.02188 -0.69511  0.207
H: 4.63559 -0.99012 -2.19331  0.367
H: 2.46986 -0.08782 -1.52186  0.357
H: 1.91693 -3.08375 1.27132  0.636
H: 4.06786 -4.10405 0.74158  0.371



Entry from OMol25: a molecular structure, C7H12N7O at a distorted geometry (ωB97M-V with the def2-TZVPD basis set).

The net charge is +1. The HOMO energy comes out at -11.893 eV. As for the energy above the lowest of the compared OMol25 structures with the same formula, charge and spin: 40.86 kcal/mol. The calculation puts the max |F| at 5.7 eV/A. For the orbital gap, the calculation gives 8.79 eV.

Last column: Mulliken charge in e.
Atoms and positions in Å:
C: 2.48248 -1.86115 0.06395  -0.246
C: 1.25066 0.56463 -0.08340  0.550
C: 0.55303 -0.65033 0.11721  0.409
C: 2.62405 0.40135 -0.03029  -0.018
C: -0.80392 1.83626 0.13285  0.476
C: -1.47746 -0.53401 0.26387  0.382
C: -1.95154 -2.33930 -1.27526  -0.692
N: 1.14745 -1.78788 0.09505  -0.540
N: 3.19598 -0.79094 0.05423  -0.563
N: 0.47688 1.72886 -0.13566  -0.059
N: -1.61176 0.86046 0.43577  -0.203
N: 3.39567 1.53616 0.02342  -0.460
N: -1.46055 3.06487 0.09425  -0.522
N: -1.94828 -1.10134 1.42364  -0.446
O: -2.03929 -1.02218 -0.83865  -0.371
H: 3.10673 -2.85214 -0.04617  0.319
H: -1.14624 -2.40676 -2.12314  0.234
H: -2.80572 -2.71893 -1.75893  0.299
H: -1.66544 -2.99024 -0.47209  0.318
H: 0.74854 2.51962 -0.65966  0.250
H: -2.57346 0.97722 0.67849  0.364
H: 3.04846 2.21135 -0.70290  0.226
H: 4.38638 1.41317 0.06945  0.281
H: -0.96067 3.87973 0.27292  0.254
H: -2.32766 3.06247 0.74335  0.278
H: -2.01002 -2.10527 1.29066  0.252
H: -1.63430 -0.89571 2.36705  0.224



Entry from OMol25: a single C15H18ClN3O3 molecule at a distorted geometry (ωB97M-V with the def2-TZVPD basis set).

The net charge is 0. The HOMO energy comes out at -9.075 eV. As for the energy above the lowest of the compared OMol25 structures with the same formula, charge and spin: 43.28 kcal/mol. As for the SMILES: COCCCNC(=O)CCc1nc(-c2ccccc2Cl)no1. The calculation puts the max |F| at 1.1 eV/A. For the orbital gap, the calculation gives 9.69 eV.

Last column: Mulliken charge in e.
Atoms and positions in Å:
C: 2.88968 -1.58801 1.96410  -0.631
O: 3.75241 -1.09988 0.96266  -0.371
C: 3.85935 -1.94130 -0.17140  -0.644
C: 2.72055 -1.77669 -1.18417  -0.199
C: 2.79941 -0.43824 -1.91965  -0.842
N: 2.62605 0.67156 -1.01143  -0.072
C: 1.62443 1.56158 -1.13844  0.576
O: 0.86517 1.58934 -2.08432  -0.667
C: 1.51706 2.54684 0.02524  -0.958
C: 1.01746 1.82244 1.28727  -0.588
C: -0.15050 0.98539 0.92662  0.713
N: -1.38726 1.33923 0.81002  -0.567
C: -2.00848 0.18970 0.39165  0.778
C: -3.43223 0.15319 0.12575  -0.410
C: -4.14944 1.34604 0.23439  -0.360
C: -5.50666 1.38098 -0.00961  -0.709
C: -6.17328 0.21872 -0.36729  -0.345
C: -5.48093 -0.97324 -0.47913  -0.514
C: -4.11616 -1.01042 -0.23511  0.431
Cl: -3.29177 -2.50956 -0.38089  -0.203
N: -1.17588 -0.81128 0.27630  -0.682
O: 0.03933 -0.30621 0.62176  0.294
H: 1.84894 -1.62247 1.62862  0.224
H: 3.19217 -2.59151 2.28435  0.382
H: 2.97753 -0.90460 2.80778  0.217
H: 3.91889 -2.98865 0.15428  0.381
H: 4.81024 -1.66989 -0.64089  0.314
H: 1.75736 -1.85361 -0.67800  0.056
H: 2.78716 -2.58488 -1.91297  0.401
H: 2.00731 -0.36309 -2.66868  0.400
H: 3.77062 -0.34836 -2.42103  0.320
H: 3.17248 0.62224 -0.16281  0.287
H: 0.79955 3.31602 -0.26123  0.412
H: 2.48437 3.00932 0.22320  0.378
H: 1.79710 1.17536 1.69106  0.099
H: 0.71656 2.55045 2.04065  0.422
H: -3.60725 2.23631 0.51116  0.479
H: -6.04642 2.31144 0.07698  0.384
H: -7.23516 0.23850 -0.56043  0.378
H: -5.98977 -1.88277 -0.75634  0.435



Entry from OMol25: 5 unconnected molecules or ions with the total composition C26H45IN4O12S at a distorted geometry (ωB97M-V with the def2-TZVPD basis set).

The net charge is 0. The HOMO energy comes out at -8.107 eV. As for the energy above the lowest of the compared OMol25 structures with the same formula, charge and spin: 126.93 kcal/mol. As for the SMILES: Cc1c(I)c(CCCN)c2nsnc2c1N.CCOC(=O)OC.CCOC(=O)OC.CCOC(=O)OC.CCOC(=O)OC. The calculation puts the max |F| at 6.0 eV/A. For the orbital gap, the calculation gives 6.94 eV.

Last column: Mulliken charge in e.
Atoms and positions in Å:
C: 3.85160 10.15757 -1.09409  -1.679
C: 2.49021 9.28938 -1.17627  0.648
C: 2.41184 7.92218 -0.35126  -0.628
I: 4.17132 7.38750 0.79240  0.036
C: 1.16886 7.01190 -0.35486  0.457
C: 1.01084 5.60892 0.40116  -0.443
C: 2.17424 4.53720 0.10624  -0.340
C: 2.61812 4.42905 -1.43606  -0.490
N: 4.11293 4.50371 -1.64451  -0.607
C: -0.08983 7.55564 -1.21149  0.161
N: -1.42200 6.92804 -1.37166  -0.377
S: -2.28967 8.01307 -2.36144  0.139
N: -1.21157 9.30434 -2.75990  -0.604
C: -0.00341 8.92228 -2.02606  0.585
C: 1.30485 9.78962 -2.03093  0.362
N: 1.43689 11.04915 -2.81269  -0.712
H: 3.59142 11.20138 -1.49855  0.399
H: 4.11558 10.27514 0.02533  0.424
H: 4.69731 9.67776 -1.69201  0.315
H: 0.03621 5.13456 -0.00975  0.033
H: 0.81363 5.72913 1.53582  0.078
H: 3.10393 4.65598 0.76706  0.299
H: 1.72808 3.50542 0.39026  0.285
H: 2.11935 5.17814 -2.13794  0.282
H: 2.30212 3.38093 -1.81771  0.218
H: 4.38861 5.43959 -1.98301  0.263
H: 4.61988 4.26217 -0.78250  0.266
H: 0.84239 10.87562 -3.65393  0.307
H: 2.40254 10.99653 -3.19881  0.285
C: -1.33198 -1.28635 1.51466  -1.004
C: -2.39673 -1.00601 0.46990  -0.129
O: -3.16926 0.15055 0.81615  -0.396
C: -2.57109 1.33322 0.59700  0.785
O: -1.46542 1.49711 0.13796  -0.560
O: -3.40535 2.30565 1.00283  -0.367
C: -2.84658 3.61416 0.91778  -0.401
H: -1.78042 -1.35949 2.50896  0.285
H: -0.80884 -2.21776 1.29030  0.315
H: -0.59520 -0.48106 1.55759  0.295
H: -3.09345 -1.84608 0.43001  0.258
H: -1.96530 -0.89653 -0.52883  0.289
H: -2.46627 3.82590 -0.08426  0.296
H: -2.05185 3.73016 1.65967  0.045
H: -3.63668 4.33122 1.14478  0.288
C: 1.38553 -7.28851 1.51537  -0.907
C: 0.33830 -6.42207 2.19108  -0.219
O: -0.47283 -5.74251 1.22430  -0.316
C: -1.41027 -6.49303 0.62233  0.763
O: -1.62419 -7.66442 0.82768  -0.570
O: -2.05285 -5.72194 -0.27105  -0.311
C: -3.01192 -6.42679 -1.05658  -0.606
H: 1.97458 -6.69722 0.80963  0.298
H: 2.05468 -7.73054 2.25560  0.366
H: 0.92384 -8.09695 0.94449  0.113
H: 0.83543 -5.64837 2.78009  0.309
H: -0.28474 -7.00117 2.87815  0.308
H: -3.72279 -6.96678 -0.42706  0.303
H: -2.50270 -7.11358 -1.73739  0.253
H: -3.56272 -5.69562 -1.64963  0.222
C: 1.19348 0.73390 5.66666  -1.082
C: 2.07627 1.45701 4.66578  -0.232
O: 1.31361 2.37476 3.87206  -0.264
C: 0.97510 3.52388 4.47927  0.580
O: 1.25821 3.84214 5.60955  -0.565
O: 0.23998 4.24986 3.61883  -0.063
C: -0.27155 5.45709 4.17722  -0.840
H: 0.35129 0.25604 5.15942  0.244
H: 1.76385 -0.02594 6.20377  0.379
H: 0.77201 1.42690 6.39794  0.310
H: 2.50790 0.73058 3.97390  0.306
H: 2.90813 1.97034 5.15584  0.322
H: 0.52553 6.06217 4.61526  0.360
H: -1.03498 5.22795 4.92474  0.341
H: -0.73577 6.02953 3.37252  0.246
C: -3.29069 -11.52284 -5.87003  -1.090
C: -1.78358 -11.40900 -6.01030  -0.166
O: -1.23619 -10.53437 -5.01574  -0.361
C: -1.13251 -11.05393 -3.78094  0.756
O: -1.44972 -12.17189 -3.45063  -0.551
O: -0.63892 -10.10446 -2.96799  -0.335
C: -0.57236 -10.49562 -1.59806  -0.473
H: -3.75203 -10.53193 -5.87810  0.288
H: -3.70879 -12.11733 -6.68424  0.351
H: -3.56705 -11.99412 -4.92444  0.313
H: -1.54341 -10.96751 -6.97989  0.286
H: -1.29806 -12.38797 -5.97184  0.307
H: -0.02453 -11.43299 -1.47746  0.349
H: -1.58098 -10.58442 -1.18741  0.309
H: -0.04336 -9.71489 -1.05003  0.013



Entry from OMol25: a molecular structure, C20H31Cl2N4O3Pd at a distorted geometry (ωB97M-V with the def2-TZVPD basis set).

The net charge is -1. The HOMO energy (spin up / spin down) comes out at -2.761 / -2.674 eV. As for the energy above the lowest of the compared OMol25 structures with the same formula, charge and spin: 45.30 kcal/mol. The calculation puts the max |F| at 4.7 eV/A. For the orbital gap (spin up / spin down), the calculation gives 5.70 / 5.61 eV. Its spin multiplicity is 3.

Last column: Mulliken charge in e.
Atoms and positions in Å:
O: 1.02645 -0.67526 -1.24320  0.039
C: 1.28660 -0.09766 -2.28358  -0.428
C: 1.40300 -0.78270 -3.59941  0.444
C: 2.00365 -2.05977 -3.61716  -0.171
H: 2.53004 -2.42857 -2.72388  0.399
C: 1.89078 -2.85528 -4.76589  -0.670
H: 2.31676 -3.88186 -4.79644  0.332
C: 1.20159 -2.31730 -5.88220  -0.235
H: 1.17086 -2.89545 -6.81296  0.320
C: 0.62582 -1.02598 -5.89007  -0.678
H: 0.07985 -0.61500 -6.75791  0.344
C: 0.77237 -0.24483 -4.74318  -0.273
H: 0.36555 0.75470 -4.63873  0.374
H: 1.26466 1.53539 -2.66692  0.032
C: 3.18000 1.59352 -1.48200  -1.160
C: 1.74596 1.93922 -1.77172  0.703
H: 3.62033 2.31891 -0.78926  0.429
H: 3.83018 1.47721 -2.37009  0.263
H: 3.20812 0.63282 -0.95877  0.194
C: 0.99745 2.67616 -0.90601  0.033
C: 1.37011 3.90873 -0.09174  -1.252
H: -0.01448 2.32876 -0.65404  0.103
H: 1.73517 4.72613 -0.73383  0.347
H: 2.13574 3.67246 0.67763  0.212
H: 0.49841 4.25836 0.45573  0.288
Pd: 0.11880 -0.87814 0.62023  0.676
Cl: 2.22893 -1.77522 1.06704  -0.734
Cl: -1.77532 -0.11215 -0.66801  -0.809
H: -0.72176 -4.59702 -0.46132  0.372
H: 0.74748 -5.70040 1.12512  0.286
C: -0.41580 -3.64819 -0.02156  -1.062
C: 0.84944 -4.81948 1.75880  -0.835
N: -0.17906 -3.86630 1.39387  0.306
H: -1.16445 -2.86833 -0.18351  0.307
C: -0.70678 -3.10757 2.36399  0.097
O: -1.24644 -1.99302 2.19693  -0.567
H: 0.70707 -5.07884 2.81271  0.290
H: -0.59527 -3.54633 3.37540  0.266
H: 0.51791 -3.32068 -0.48504  0.338
H: 1.84284 -4.37620 1.63136  0.237
H: -5.45926 3.03948 3.14583  0.333
H: -5.85298 1.31343 1.69618  0.302
C: -4.48584 3.36184 2.76132  -0.924
C: -5.01857 1.62919 1.04379  -0.885
N: -3.99376 2.31027 1.85058  0.128
H: -3.81487 3.51598 3.61064  0.254
C: -2.70295 2.31165 1.40000  0.734
O: -1.80393 3.03712 1.81155  -0.672
H: -4.54907 0.75985 0.57209  0.280
H: -2.50888 1.55443 0.57472  -0.262
H: -4.63484 4.32326 2.23632  0.297
H: -5.39732 2.30775 0.25132  0.301
N: 1.91509 1.31253 3.82433  -0.095
C: 0.64529 1.17418 4.38124  -0.755
C: -0.10748 0.50211 3.43640  -0.777
N: 0.67621 0.28198 2.32308  0.644
C: 1.90385 0.78025 2.57425  -0.655
H: 2.71930 1.75182 4.26439  0.225
H: 0.37130 1.57696 5.35938  0.371
H: -1.13454 0.19051 3.45371  0.530
H: 2.78070 0.71057 1.94843  0.469